{"formula": "C45H56AlN2O2S", "method": "wB97M-V/def2-TZVPD", "symbols": ["H", "H", "H", "C", "C", "H", "C", "O", "H", "C", "H", "H", "H", "H", "H", "H", "N", "C", "C", "H", "H", "C", "H", "H", "C", "H", "Al", "H", "H", "H", "H", "H", "S", "H", "H", "H", "C", "H", "H", "C", "C", "C", "C", "H", "C", "H", "H", "C", "C", "H", "H", "H", "H", "H", "C", "C", "H", "C", "H", "N", "H", "C", "C", "H", "H", "C", "C", "H", "C", "H", "H", "C", "O", "C", "C", "C", "H", "H", "H", "H", "C", "H", "C", "C", "H", "H", "C", "H", "H", "C", "C", "C", "C", "C", "C", "H", "C", "H", "H", "C", "C", "C", "C", "C", "C", "H", "H"], "xyz": [[3.917403, 2.201793, 1.088313], [-3.606680, -1.115599, -0.742265], [0.531088, -0.648131, 3.499027], [2.354979, 0.719932, 1.113629], [0.223741, 0.191934, -7.120821], [-0.443101, -0.806304, 5.745495], [0.131910, -4.007457, 3.384756], [-2.167603, -0.316057, 0.509616], [0.846054, 4.479970, 4.503629], [2.462818, -0.164871, -10.575472], [-1.042418, -1.537557, -7.132773], [1.944649, -2.681567, 5.284477], [2.646845, -2.818131, -0.803437], [-0.536929, -2.557435, 5.635629], [-0.389558, -3.858418, -2.732636], [2.485438, -1.224703, -10.834877], [0.746996, -1.121774, 1.123641], [-0.563739, -1.637557, 5.049521], [0.517698, -3.315547, -0.851413], [1.279884, 1.824111, -4.351563], [1.805152, 3.678971, 3.265536], [0.552918, -1.617362, 4.001764], [-4.008190, -2.187249, 1.488428], [-2.713511, 5.069691, -0.223529], [1.977224, -3.542767, -1.265052], [-1.430851, -4.196606, -1.338669], [-0.367334, 0.001771, 0.185762], [-0.211989, -6.049859, 2.839368], [-1.192044, 3.410087, 5.481284], [-2.932663, 1.516952, 1.057703], [-2.230278, 2.420637, -2.935151], [2.078163, -3.447226, -2.348204], [0.334807, 0.240869, -8.886870], [-1.798833, 1.870665, 4.868054], [5.756079, 0.592206, 1.386311], [2.299993, -4.546110, -0.976717], [-0.478482, 4.288923, -1.949483], [5.209392, -1.820965, 1.667354], [2.906361, -2.605551, 1.589420], [-1.354748, 3.488026, 0.253624], [0.767998, 1.092337, -4.962941], [0.002299, 0.099053, -4.350685], [2.039725, -0.671268, 1.221697], [2.074695, -0.922827, 5.388067], [-0.022250, -5.044928, 2.483955], [-3.012611, 5.796346, 2.110608], [2.733003, -1.778042, 3.988474], [1.910478, -1.757426, 4.703280], [-2.432619, 2.690539, -1.897235], [1.775336, 3.032539, 4.911005], [-0.449475, 2.283387, -1.260024], [1.780396, 2.766414, 1.284378], [1.457617, 1.919341, -6.814334], [-1.549562, -1.564478, 4.593060], [2.103408, -0.044773, -9.119508], [-0.048939, 2.633448, 3.796995], [-2.012995, -1.859596, -0.832175], [0.871463, 1.143729, -6.341403], [0.290444, -2.282405, -1.097122], [0.090115, 1.650860, 1.010427], [-1.771268, 4.684457, 3.915421], [-0.656963, -0.844379, -5.139623], [-0.698191, 2.830443, 1.301683], [-2.357394, -2.857629, 1.467922], [-3.175235, 3.491031, -1.893378], [0.330426, -3.514377, 0.644260], [0.075246, -4.794007, 1.126590], [-3.566013, -3.404915, 0.298072], [-2.772994, -1.487219, -0.147405], [-0.030587, -5.615076, 0.428672], [-0.239043, 3.994018, -2.972883], [-0.197636, 0.015801, -1.711913], [2.880366, -0.138318, -8.214429], [-3.197656, -2.538037, 0.848710], [0.465549, -2.464480, 1.573280], [-0.398419, -4.202702, -1.696645], [3.456088, 0.248764, -10.736741], [-1.749675, 0.463516, 3.011729], [1.734371, 0.332748, -11.213830], [0.315888, 1.648994, 3.498170], [4.412338, -1.105245, 1.507843], [0.444524, 4.600626, -1.457045], [-0.106026, 0.047971, -2.920136], [-2.801909, 0.263303, 2.801747], [-1.142356, 5.154578, -1.995193], [0.063507, -4.212485, 4.446357], [-3.082308, 0.477917, 1.338715], [-0.311619, 1.929298, 5.819751], [-3.405293, 0.962162, 3.382992], [3.117607, -1.552421, 1.464206], [4.729711, 0.256070, 1.347567], [-0.823155, 3.251604, 2.638516], [-2.354295, 4.968168, 1.881714], [1.170241, 3.504922, 4.135013], [-0.895359, 2.448978, 5.058740], [-4.089869, 0.182589, 1.052994], [3.709864, 1.140824, 1.172302], [-0.055466, -5.238752, -1.700412], [-3.036493, -0.751839, 3.118036], [1.390312, 1.763185, 1.123239], [0.368717, -2.704572, 2.954628], [-1.659837, 4.333662, 2.897070], [-2.192888, 4.550314, 0.571990], [-0.540885, -0.801059, -6.518592], [-1.138979, 3.123642, -1.204850], [-1.254754, -1.612063, -4.665817], [-2.871353, 1.816003, -1.408966]], "forces_ev_per_a": [[0.0, 0.0, 0.0], [0.0, 0.1, 0.0], [0.0, 0.0, -0.1], [0.0, 0.0, 0.0], [0.0, 0.0, 0.0], [0.0, 0.0, 0.0], [-0.1, 0.0, 0.0], [-0.1, -0.2, 0.0], [0.0, 0.0, 0.0], [0.0, 0.0, 0.0], [0.0, 0.0, 0.0], [0.0, 0.0, 0.0], [0.0, 0.0, 0.0], [0.0, 0.0, 0.0], [0.0, 0.0, 0.0], [0.0, 0.0, 0.0], [0.1, 0.1, -0.1], [0.0, 0.0, 0.0], [0.0, 0.0, 0.1], [0.0, 0.0, 0.0], [0.0, 0.0, 0.0], [0.0, -0.1, 0.1], [0.0, 0.0, 0.0], [0.0, 0.0, 0.0], [0.0, 0.0, 0.0], [0.0, 0.0, 0.0], [-0.1, 0.0, 0.1], [0.0, 0.0, 0.0], [0.0, 0.0, 0.0], [0.0, 0.0, -0.1], [0.0, 0.0, 0.0], [0.0, 0.0, 0.0], [0.1, 0.0, 0.0], [0.0, 0.0, 0.0], [0.0, 0.0, 0.0], [0.0, 0.0, 0.0], [0.0, 0.0, 0.0], [0.0, 0.0, 0.0], [0.0, 0.0, 0.0], [0.0, -0.1, -0.1], [0.0, 0.0, 0.0], [0.0, 0.0, 0.0], [-0.1, 0.0, 0.1], [0.0, 0.0, 0.0], [0.0, 0.0, 0.0], [0.0, 0.0, 0.0], [0.0, 0.0, 0.1], [0.0, 0.0, -0.1], [0.0, 0.0, 0.0], [0.0, 0.0, 0.0], [0.0, 0.1, 0.0], [0.0, 0.0, 0.0], [0.0, 0.0, 0.0], [0.0, 0.0, 0.0], [0.0, 0.0, 0.0], [0.0, 0.1, 0.0], [0.1, 0.0, 0.0], [0.0, 0.0, 0.0], [-0.1, 0.1, 0.0], [0.3, 0.0, -0.2], [0.0, 0.0, -0.1], [0.0, 0.0, 0.0], [-0.2, 0.0, 0.1], [0.0, 0.0, 0.0], [0.0, 0.0, 0.0], [0.0, 0.1, 0.0], [0.0, 0.0, 0.0], [0.0, 0.0, 0.0], [-0.1, 0.0, 0.1], [0.0, 0.0, 0.0], [0.0, 0.0, 0.0], [0.0, -0.1, 0.1], [0.0, 0.0, 0.0], [0.0, 0.0, 0.0], [0.1, -0.1, 0.0], [0.0, 0.0, 0.0], [0.0, 0.0, 0.0], [0.0, 0.0, 0.1], [0.0, 0.0, 0.0], [0.0, -0.1, -0.1], [0.0, 0.1, 0.0], [0.0, 0.0, 0.0], [0.0, 0.0, -0.2], [0.0, 0.0, 0.0], [0.0, 0.0, 0.0], [0.0, 0.0, 0.0], [0.0, 0.0, 0.1], [0.0, 0.0, 0.0], [0.0, 0.0, 0.0], [0.0, 0.0, 0.0], [0.1, -0.1, 0.0], [0.0, 0.0, 0.0], [0.0, 0.0, 0.0], [0.0, -0.1, 0.0], [0.0, 0.0, 0.0], [0.0, 0.0, 0.0], [-0.1, 0.0, 0.0], [0.0, 0.0, 0.0], [0.0, 0.0, 0.0], [-0.1, 0.0, 0.1], [0.0, 0.0, 0.0], [0.0, 0.0, 0.0], [0.0, 0.1, 0.0], [0.0, 0.0, 0.0], [0.0, 0.1, 0.0], [0.0, 0.0, 0.0], [0.0, 0.0, 0.0]], "lowdin_charge": [0.12, 0.14, 0.10, -0.12, -0.53, 0.08, -0.03, -0.18, 0.09, -0.07, 0.11, 0.09, 0.06, 0.08, 0.08, 0.09, 0.06, -0.05, -0.37, 0.12, 0.07, -0.36, 0.08, 0.12, -0.03, 0.07, 0.24, 0.11, 0.08, 0.11, 0.09, 0.09, 1.02, 0.06, 0.11, 0.09, -0.04, 0.12, 0.13, -0.15, -0.02, -0.24, -0.18, 0.08, -0.05, 0.11, 0.06, -0.04, -0.04, 0.09, 0.07, 0.14, 0.12, 0.06, -0.73, -0.37, 0.10, -0.08, 0.07, 0.08, 0.11, -0.02, -0.14, 0.08, 0.08, -0.14, -0.03, 0.10, -0.16, 0.11, 0.08, 0.03, 0.05, -0.03, -0.17, -0.06, 0.09, 0.06, 0.07, 0.11, -0.03, 0.09, -0.04, -0.03, 0.08, 0.11, -0.15, 0.08, 0.10, -0.03, -0.06, -0.13, -0.04, -0.04, -0.06, 0.14, -0.02, 0.08, 0.08, -0.02, -0.13, -0.02, -0.02, -0.08, -0.38, 0.11, 0.07], "charge": 1, "spin_multiplicity": 1, "homo_energy_ev": -10.66, "lumo_energy_ev": -3.1, "max_force_ev_per_a": 0.32, "orbital_gap_ev": 7.54}


{"formula": "C45H56ClN7O5Ti", "method": "wB97M-V/def2-TZVPD", "symbols": ["H", "Cl", "H", "C", "H", "C", "C", "H", "C", "H", "C", "H", "C", "H", "C", "C", "H", "H", "H", "C", "C", "H", "C", "C", "H", "C", "H", "C", "H", "H", "H", "C", "H", "H", "H", "C", "H", "O", "C", "C", "H", "O", "H", "H", "C", "H", "O", "H", "H", "H", "H", "C", "H", "H", "C", "H", "H", "H", "C", "C", "C", "Ti", "N", "H", "N", "N", "C", "C", "N", "H", "H", "H", "N", "H", "H", "C", "H", "H", "H", "H", "C", "C", "C", "H", "C", "C", "H", "N", "C", "C", "C", "H", "C", "C", "H", "H", "C", "C", "O", "H", "H", "H", "H", "H", "C", "H", "C", "H", "C", "C", "C", "N", "O", "H", "C"], "xyz": [[1.938190, -4.643037, 2.298511], [-7.300965, 4.165001, -3.343282], [4.135219, -4.331767, 2.144106], [3.358580, -3.399387, 0.335525], [0.551258, -6.227036, 2.985677], [-0.332825, -4.342969, 3.676685], [0.100809, 5.675276, 1.726584], [4.181379, -3.863161, -1.623048], [1.975395, -3.052903, 0.895790], [-4.064263, -1.664028, -2.405446], [-3.104782, 2.779234, -4.121800], [2.882497, -4.038144, -5.956313], [-0.722866, 2.838103, -3.756559], [1.160997, 1.393813, 6.498423], [0.251627, 1.902152, 0.803342], [-0.412951, 1.816537, 3.526205], [2.717730, -4.777179, -1.218784], [-0.803729, 3.036777, 6.741305], [-2.713975, 2.511535, -6.821014], [-0.940631, 4.558931, -0.237097], [0.118336, 3.165952, 1.492915], [-0.858146, 5.660507, 2.247814], [-0.610680, 0.679015, 2.807284], [-0.404309, -1.727688, -3.405447], [3.356638, 0.975312, -2.188580], [-0.148094, 1.886470, -2.722411], [0.066942, 3.005997, -4.488911], [-0.393891, 1.782394, 5.038908], [-5.349563, 3.080416, -1.598868], [-0.983393, -2.535024, -5.284845], [-1.094952, -5.943414, 2.410892], [-0.732644, 3.144922, 5.660698], [1.666027, -4.540510, 4.560339], [0.041354, 3.887327, 5.463066], [-0.941488, 3.697793, -0.907442], [3.062995, -0.732677, -3.256152], [-1.891884, 4.566716, 0.297721], [-0.889546, 1.237455, -1.914534], [3.203179, -3.803091, -1.142647], [-3.263842, 3.412442, -6.554022], [1.658454, 5.632518, -0.408308], [0.991170, 1.679049, -0.180370], [-4.039241, 3.592521, -7.295026], [4.774207, 0.261440, -2.885648], [0.671990, -4.186121, 4.833070], [-2.468172, -3.961662, 3.400245], [1.096933, 1.694063, -2.661906], [-1.368869, 0.806417, 6.686906], [-2.016103, -4.535806, 5.002932], [-0.904428, -0.239497, 3.288093], [0.752486, -3.136737, 5.125997], [1.042862, -1.690944, -3.702473], [-1.032840, -0.292096, 5.362176], [1.317664, 0.419231, 5.028142], [0.157371, -3.495065, 2.509323], [4.422955, -1.941721, 1.540963], [-0.208856, 3.975766, 3.392221], [0.335902, -4.759353, 5.697823], [-4.925806, 3.137127, -2.592274], [4.305164, -2.194051, 0.485057], [3.995938, -4.568446, 1.087923], [0.651788, 0.105038, -1.359943], [-0.747168, -1.272901, -2.185629], [-2.366348, 0.875288, 5.231260], [3.670291, -1.597147, -4.045063], [1.717568, -0.742453, -3.035151], [-0.369829, 0.682685, 1.413510], [-1.330738, -2.179727, -4.325437], [3.463064, -3.376107, -5.470870], [-1.504974, -2.133683, 2.457018], [-1.692900, 3.517084, 5.297690], [-1.674670, -2.870397, 4.563556], [3.799800, 0.198841, -2.642814], [-0.964197, 3.791011, -3.273239], [5.289314, -2.449813, 0.089463], [-2.673785, -2.143689, -3.985102], [-2.561218, 4.247799, -6.592544], [0.149617, 6.605564, 1.162271], [2.409015, 4.490776, 0.710053], [3.406834, -5.481907, 0.996300], [-2.042386, -1.287289, -1.848894], [0.006523, -1.628170, 1.022014], [1.059217, 1.406974, 5.412813], [-3.035431, 2.299188, -2.040865], [-0.535442, -2.387380, 2.049533], [-0.163774, 3.064779, 2.814472], [1.676761, 3.914590, -0.790926], [-0.313436, -0.329292, 0.593713], [0.234692, 4.500454, 0.757980], [-1.706183, -3.893559, 4.179434], [1.394838, -3.788013, 1.923528], [-0.876461, 5.471002, -0.831501], [-5.684330, 3.641319, -3.636439], [-3.633682, 2.704764, -2.840677], [-3.429620, -2.445626, -4.697086], [-0.805560, -6.409417, 4.091980], [-1.351060, 0.723751, 5.601372], [2.898377, -2.487190, -4.669284], [-1.832294, 2.308243, -4.435377], [0.909446, 5.684520, 2.459866], [1.768872, 2.134136, 5.012637], [4.979324, -4.765757, 0.660418], [4.458577, -3.381453, -5.611229], [3.948226, -1.315781, -0.041574], [-5.152636, 3.719794, -4.914792], [-5.756160, 4.124655, -5.716721], [-3.031020, -1.703455, -2.718666], [2.595366, -3.080763, -1.686463], [-3.856754, 3.296462, -5.178816], [1.576872, 4.632276, 0.017562], [1.220839, -1.983508, 0.397576], [1.545869, -2.553375, -4.533021], [1.605508, -1.135002, -0.589783], [-2.291692, -0.934635, -0.858011], [-0.421349, -5.818209, 3.260419]], "forces_ev_per_a": [[0.0, 0.1, 0.0], [-0.1, 0.0, 0.0], [0.0, -0.1, 0.0], [0.0, 0.0, -0.1], [0.0, 0.0, 0.0], [0.0, 0.0, 0.1], [0.0, -0.1, 0.0], [0.0, 0.0, 0.0], [0.1, 0.1, -0.4], [0.0, 0.0, 0.0], [-0.3, 0.2, 0.0], [0.0, 0.0, 0.0], [-0.1, 0.0, -0.2], [0.0, 0.0, 0.0], [0.2, 0.2, 0.0], [-0.1, -0.7, -0.1], [0.0, 0.0, 0.0], [0.0, 0.0, 0.0], [0.0, 0.0, -0.1], [0.1, 0.0, 0.1], [0.0, 0.4, 0.1], [0.0, 0.0, 0.0], [-0.1, 0.2, 0.5], [-0.2, -0.2, -0.1], [0.1, 0.2, -0.1], [-0.3, 0.7, -0.5], [0.0, 0.1, 0.0], [0.0, 0.1, 0.2], [0.0, 0.0, 0.0], [0.0, 0.0, 0.0], [0.0, 0.0, 0.0], [0.0, -0.1, -0.1], [0.0, 0.0, 0.0], [0.0, 0.0, 0.0], [0.0, 0.0, -0.1], [-0.2, 0.1, -0.2], [0.0, 0.0, 0.0], [-0.8, 0.5, -0.1], [0.0, 0.1, 0.1], [0.0, 0.0, 0.0], [0.0, 0.0, 0.0], [-0.3, 1.2, 1.1], [0.0, 0.0, 0.0], [0.0, 0.0, 0.0], [-0.1, 0.0, -0.1], [0.0, 0.0, 0.0], [0.0, 0.0, 0.1], [0.0, 0.0, 0.0], [0.0, 0.0, 0.0], [0.0, 0.0, 0.0], [0.0, 0.0, 0.0], [0.2, 0.0, -0.1], [0.0, 0.0, 0.0], [0.0, 0.0, 0.0], [0.2, -0.1, 0.0], [0.0, 0.0, 0.0], [0.0, 0.0, 0.0], [0.0, 0.0, 0.0], [-0.1, 0.1, 0.0], [-0.1, -0.1, 0.1], [0.0, 0.0, -0.1], [0.2, -0.2, -1.3], [-0.2, -0.1, -0.4], [0.0, 0.0, 0.0], [0.2, 0.0, -0.1], [-0.1, -0.4, -0.2], [-0.1, -0.8, -0.5], [0.1, -0.1, 0.1], [0.0, -0.1, -0.1], [0.1, 0.1, 0.0], [0.0, 0.1, 0.0], [0.0, 0.0, 0.0], [-0.1, -0.1, 0.1], [0.1, 0.0, 0.1], [0.0, 0.0, 0.0], [0.0, 0.1, 0.1], [0.0, 0.0, 0.0], [0.0, 0.0, 0.0], [0.0, 0.0, 0.0], [0.0, 0.0, 0.0], [-0.1, -0.1, 0.1], [0.6, -0.7, -0.1], [-0.1, 0.1, 0.0], [0.1, -0.1, 0.1], [-0.3, 0.2, -0.2], [0.2, 0.1, -0.4], [0.0, -0.1, -0.1], [0.0, 1.1, 0.0], [0.0, 0.0, -0.1], [0.1, 0.0, 0.0], [-0.2, 0.1, 0.1], [0.0, 0.0, 0.0], [0.2, -0.1, 0.0], [0.2, 0.0, -0.2], [0.0, 0.0, 0.0], [0.0, 0.0, 0.0], [0.0, 0.1, -0.1], [-0.1, 0.2, 0.1], [0.1, -0.2, 0.3], [0.0, 0.0, 0.0], [0.0, 0.0, 0.0], [0.0, 0.0, 0.0], [0.0, 0.1, 0.0], [-0.1, 0.1, -0.1], [-0.1, 0.0, 0.0], [0.0, 0.0, 0.0], [0.0, -0.1, 0.0], [0.0, 0.0, -0.1], [0.2, -0.1, 0.0], [0.0, -0.1, 0.1], [-0.5, -0.5, 1.2], [-0.2, -0.1, -0.1], [1.2, -1.1, 1.0], [0.0, 0.1, 0.0], [0.0, 0.1, 0.0]], "lowdin_charge": [0.10, 0.70, 0.10, -0.52, 0.08, -0.55, -0.05, 0.10, -0.06, 0.13, -0.23, 0.13, -0.06, 0.10, -0.15, -0.09, 0.10, 0.10, 0.08, -0.01, -0.06, 0.10, 0.07, -0.16, 0.10, -0.51, 0.15, -0.54, 0.11, 0.13, 0.09, -0.04, 0.08, 0.09, 0.06, -0.41, 0.10, -0.07, -0.02, -0.02, 0.10, 0.00, 0.09, 0.13, -0.03, 0.09, -0.03, 0.10, 0.10, 0.10, 0.09, -0.27, 0.07, 0.09, -0.14, 0.10, 0.10, 0.10, -0.10, -0.03, -0.05, 1.22, 0.04, 0.10, 0.20, 0.07, -0.11, 0.04, 0.22, 0.12, 0.10, 0.07, 0.22, 0.15, 0.09, 0.01, 0.09, 0.10, 0.10, 0.09, -0.08, -0.17, -0.01, 0.10, 0.04, 0.11, 0.07, 0.11, -0.52, -0.06, 0.06, 0.10, -0.67, -0.01, 0.13, 0.09, -0.03, -0.41, -0.04, 0.10, 0.09, 0.10, 0.13, 0.06, -0.05, 0.12, 0.01, 0.06, -0.19, -0.02, -0.18, 0.21, -0.16, 0.12, -0.03], "charge": 2, "spin_multiplicity": 1, "homo_energy_ev": -12.49, "lumo_energy_ev": -7.9, "max_force_ev_per_a": 1.91, "orbital_gap_ev": 4.59}